# 1
ORCA calculation (ωB97M-V/def2-TZVPD) on C2H4Br2N2O as an isolated structure.

Structure (ORCA input):
```
! RIJCOSX wB97M-V def2-TZVPD def2/J DEFGRID3
* xyz 0 1
C 0.37 -0.72 0.42
C -1.97 0.13 0.82
N 2.18 0.22 -0.74
N 0.83 0.18 -0.35
O 0.63 -1.79 0.85
Br -3.11 -0.55 -0.48
Br -1.54 1.93 0.54
H -2.43 0.01 1.88
H 2.17 0.23 -1.87
H 2.50 -0.61 -0.36
H 0.36 0.97 -0.71
*
```

Relative energy (zero: lowest compared OMol25 entry of this formula, charge and spin): 86.76 kcal/mol
HOMO-LUMO gap (alpha / beta): 8.004 / 7.723 eV
M: 231.9 Da

These are the Mulliken partial charges, in e, on atoms 1 to 4: 0.56 -0.43 -0.71 0.18



# 2
ORCA calculation (ωB97M-V/def2-TZVPD) on one molecule with the formula C9H9Cl2N.

Structure (ORCA input):
```
! RIJCOSX wB97M-V def2-TZVPD def2/J DEFGRID3
* xyz 0 1
Cl 4.12 1.58 -0.08
C 2.61 0.65 0.03
C 1.42 1.35 0.08
C 0.19 0.65 -0.05
C 0.24 -0.74 0.09
C 1.45 -1.44 0.03
C 2.65 -0.75 -0.01
Cl 4.11 -1.61 -0.17
C -1.06 -1.47 0.15
N -2.13 -0.74 -0.52
C -2.32 0.64 0.01
C -1.06 1.43 -0.20
H 1.39 2.45 0.12
H 1.43 -2.54 0.07
H -0.91 -2.47 -0.31
H -1.30 -1.67 1.20
H -3.01 -1.28 -0.36
H -3.19 1.18 -0.42
H -2.55 0.54 1.10
H -1.04 2.35 0.44
H -1.04 1.87 -1.20
*
```

Relative energy (zero: lowest compared OMol25 entry of this formula, charge and spin): 6.03 kcal/mol
HOMO-LUMO gap: 9.600 eV
SMILES: Clc1cc2c(cc1Cl)CNCC2
M: 202.1 Da

These are the Mulliken partial charges, in e, on atoms 1 to 4: -0.21 0.29 -1.01 0.54



# 3
ORCA calculation (ωB97M-V/def2-TZVPD) on one molecule with the formula C7H11N.

Structure (ORCA input):
```
! RIJCOSX wB97M-V def2-TZVPD def2/J DEFGRID3
* xyz 0 1
H 1.89 -1.54 2.05
N 1.54 -1.53 1.09
C 1.03 -0.40 0.75
C 1.05 0.83 1.65
C 1.05 -0.04 -0.83
C -0.42 -0.04 -1.06
C -1.03 0.31 -2.37
C -1.01 -0.45 0.06
C -2.00 -0.57 0.92
H 0.27 1.53 1.35
H 2.02 1.33 1.55
H 0.91 0.55 2.69
H 1.52 -0.92 -1.27
H 1.53 0.90 -1.11
H -0.69 1.30 -2.68
H -2.12 0.32 -2.31
H -0.72 -0.39 -3.15
H -2.66 0.26 1.17
H -2.15 -1.48 1.49
*
```

Relative energy (zero: lowest compared OMol25 entry of this formula, charge and spin): 85.18 kcal/mol
HOMO-LUMO gap: 8.897 eV
SMILES: [H]/N=C(\C)CC(C)=C=C
M: 109.2 Da

These are the Mulliken partial charges, in e, on atoms 1 to 4: 0.26 -0.80 1.01 -1.40



# 4
ORCA calculation (ωB97M-V/def2-TZVPD) on C32H26InN9OS2Se as an isolated structure.

Structure (ORCA input):
```
! RIJCOSX wB97M-V def2-TZVPD def2/J DEFGRID3
* xyz 2 1
In -0.68 -0.06 0.36
N -0.49 -4.51 -0.26
C -0.71 -3.19 -0.29
S -0.93 -2.42 1.27
N -0.73 -2.61 -1.45
N -0.94 -1.31 -1.52
C -1.17 -0.72 -2.65
C -1.14 -1.42 -3.93
C -2.30 -1.55 -4.69
C -2.27 -2.26 -5.88
C -1.09 -2.80 -6.34
C 0.07 -2.69 -5.58
C 0.04 -2.02 -4.37
C -1.59 0.68 -2.56
C -1.65 1.50 -3.69
C -2.18 2.77 -3.57
C -2.68 3.17 -2.33
C -2.55 2.31 -1.26
N -2.00 1.11 -1.36
H -0.62 -5.01 0.60
H -0.50 -5.02 -1.12
H -3.23 -1.14 -4.33
H -3.18 -2.38 -6.45
H -1.06 -3.32 -7.29
H 0.99 -3.12 -5.93
H 0.94 -1.93 -3.78
H -1.27 1.15 -4.63
H -2.23 3.43 -4.42
H -3.15 4.14 -2.21
H -2.93 2.58 -0.28
N -0.83 4.08 1.83
C 0.17 4.41 0.94
C 0.82 5.60 0.66
C 1.74 5.57 -0.37
C 2.00 4.40 -1.09
C 1.38 3.21 -0.80
C 0.46 3.21 0.25
N -0.34 2.22 0.75
C -1.11 2.77 1.67
C -2.19 2.05 2.29
C -3.13 2.51 3.17
S -4.25 1.27 3.56
C -3.39 0.22 2.52
N -2.36 0.74 1.94
H -1.29 4.73 2.46
H 0.60 6.50 1.21
H 2.26 6.48 -0.62
H 2.70 4.45 -1.91
H 1.57 2.31 -1.36
H -3.22 3.49 3.60
H -3.69 -0.81 2.39
C 2.68 -3.42 0.85
N 2.64 -2.33 1.79
C 2.44 -1.04 1.51
Se 2.03 -0.26 -0.13
N 2.57 -0.32 2.64
C 2.85 -1.16 3.69
C 3.05 -0.93 5.04
C 3.22 -2.04 5.84
C 3.19 -3.34 5.32
C 3.03 -3.57 3.97
C 2.86 -2.46 3.15
H 2.35 -3.06 -0.13
H 2.01 -4.22 1.19
H 3.70 -3.80 0.77
H 2.56 0.69 2.66
H 3.05 0.07 5.44
H 3.39 -1.91 6.90
H 3.30 -4.17 5.99
H 3.02 -4.58 3.58
O -0.49 -0.72 3.85
C -0.09 -0.20 2.94
*
```

Relative energy (zero: lowest compared OMol25 entry of this formula, charge and spin): 0.00 kcal/mol
HOMO-LUMO gap: 7.483 eV
M: 810.5 Da

These are the Mulliken partial charges, in e, on atoms 1 to 4: 1.62 -0.36 0.60 -0.49



# 5
ORCA calculation (ωB97M-V/def2-TZVPD) on C4H38BO27 as an isolated structure.

Structure (ORCA input):
```
! RIJCOSX wB97M-V def2-TZVPD def2/J DEFGRID3
* xyz -1 1
O -1.77 2.34 2.54
C -1.13 1.82 1.56
O -1.33 0.79 1.10
B -0.17 0.31 0.45
O 0.75 1.46 0.46
C 0.22 2.28 1.28
O 0.61 3.45 1.46
O -0.45 0.00 -0.98
C 0.02 -1.18 -1.14
O -0.13 -1.84 -2.15
C 0.62 -1.68 0.07
O 0.42 -0.92 1.02
O 1.20 -2.74 0.23
O 4.01 -3.44 -0.15
H 3.49 -2.74 0.01
H 4.21 -3.80 0.67
O -4.12 0.07 -0.64
H -3.18 -0.16 -0.32
H -4.51 -0.28 -1.54
O -2.11 3.66 4.51
H -1.22 3.94 4.88
H -2.02 3.02 3.93
O -0.72 -3.74 2.86
H -0.57 -2.74 3.00
H -1.10 -3.87 3.68
O -1.50 3.12 -0.76
H -1.30 3.74 -1.54
H -2.47 3.40 -0.51
O 1.39 -5.52 -0.37
H 1.53 -5.97 -1.19
H 2.13 -4.84 -0.29
O -1.30 0.47 -2.69
H -1.19 -0.14 -2.08
H -1.63 1.25 -2.40
O -1.43 -4.73 0.37
H -0.64 -4.54 -0.19
H -1.09 -4.34 1.21
O -1.34 -1.37 -5.11
H -1.00 -1.39 -4.21
H -0.61 -1.01 -5.55
O 2.61 3.19 -0.03
H 2.79 2.67 0.75
H 2.06 2.67 -0.40
O 3.54 -0.19 -0.95
H 3.74 -0.65 -1.70
H 2.73 0.00 -1.19
O 2.00 -2.48 3.56
H 1.81 -3.33 3.20
H 1.33 -1.97 3.63
O -3.92 0.59 3.11
H -3.11 0.97 2.93
H -4.69 1.14 3.04
O 2.06 -1.22 -4.12
H 2.93 -1.29 -4.26
H 1.61 -2.07 -3.86
O 1.55 1.07 -3.14
H 1.78 0.13 -3.38
H 0.60 0.99 -2.88
O 1.95 4.50 2.85
H 1.58 3.89 2.25
H 2.63 4.03 3.47
O -3.17 5.01 1.77
H -3.72 4.23 1.50
H -3.40 5.31 2.71
O 0.47 -3.63 -3.73
H -0.12 -3.64 -2.86
H 1.05 -4.31 -3.73
O 0.22 4.53 -0.18
H 1.00 3.95 0.27
H -0.46 3.77 -0.11
*
```

Relative energy (zero: lowest compared OMol25 entry of this formula, charge and spin): 333.98 kcal/mol
HOMO-LUMO gap: 8.088 eV
M: 529.1 Da

These are the Mulliken partial charges, in e, on atoms 1 to 4: -0.85 -0.12 -0.48 2.17



# 6
ORCA calculation (ωB97M-V/def2-TZVPD) on C23H22FN3O2 as an isolated structure.

Structure (ORCA input):
```
! RIJCOSX wB97M-V def2-TZVPD def2/J DEFGRID3
* xyz 0 1
C 4.13 2.31 1.05
H 3.85 3.32 1.00
H 3.93 1.89 1.85
H 5.22 2.31 0.93
C 3.59 1.43 -0.44
C 4.09 0.14 -0.44
C 4.40 -0.31 -1.60
C 4.95 -1.44 -2.12
C 5.05 -2.33 -1.04
C 4.80 -2.00 0.32
C 4.22 -0.47 0.57
H 3.92 -0.29 1.46
H 4.88 -2.82 1.05
H 5.49 -3.27 -1.09
H 5.22 -1.78 -3.13
H 4.31 0.47 -2.47
C 2.06 1.34 -0.23
N 1.50 0.55 0.81
C 1.01 -0.43 0.37
O 0.68 -0.89 -0.58
C 0.37 -1.32 1.57
H -0.03 -2.20 1.46
H 1.22 -1.34 2.43
C -0.81 -0.50 2.50
N -1.57 0.28 1.09
C -2.32 -0.59 0.48
C -2.63 -2.15 0.70
C -3.44 -2.50 -0.18
C -4.19 -2.09 -1.10
C -3.86 -0.75 -1.35
C -3.05 0.13 -0.64
N -2.87 1.35 -0.91
C -3.28 2.25 -1.72
C -2.84 3.34 -1.52
C -2.04 3.34 -0.36
C -2.00 2.30 0.11
C -1.32 1.48 1.00
O -0.61 2.10 2.20
H -1.49 4.25 0.12
H -3.13 4.47 -2.00
H -3.88 1.80 -2.36
H -4.52 -0.15 -2.01
H -4.86 -2.68 -1.83
F -3.74 -4.11 0.12
H -2.29 -2.45 1.44
H -0.20 0.18 2.95
H -1.28 -1.32 2.98
H 1.68 0.80 1.72
H 1.71 1.20 -1.35
H 1.46 2.56 -0.08
H 3.86 2.27 -1.20
*
```

Relative energy (zero: lowest compared OMol25 entry of this formula, charge and spin): 587.96 kcal/mol
HOMO-LUMO gap: 7.524 eV
M: 391.4 Da

These are the Mulliken partial charges, in e, on atoms 1 to 4: -1.77 0.46 0.63 0.43



# 7
ORCA calculation (ωB97M-V/def2-TZVPD) on an isolated ion of composition CH7N2S and charge +1.

Structure (ORCA input):
```
! RIJCOSX wB97M-V def2-TZVPD def2/J DEFGRID3
* xyz 1 1
N -0.16 1.22 0.89
C 0.01 0.28 -0.31
N -0.73 -0.92 0.15
S 1.83 -0.36 -0.67
H -0.16 2.20 0.73
H 0.53 0.99 1.64
H -0.24 0.73 -1.17
H -0.77 -0.94 1.16
H -0.28 -1.71 -0.23
H -1.68 -0.84 -0.22
H 1.66 -0.66 -1.99
*
```

Relative energy (zero: lowest compared OMol25 entry of this formula, charge and spin): 29.47 kcal/mol
HOMO-LUMO gap: 10.562 eV
SMILES: N[C@H]([NH3+])S
M: 79.1 Da

These are the Mulliken partial charges, in e, on atoms 1 to 4: -0.59 -0.27 -0.21 -0.16



# 8
ORCA calculation (ωB97M-V/def2-TZVPD) on C30H26CaCl2N11O4S2 as an isolated structure.

Structure (ORCA input):
```
! RIJCOSX wB97M-V def2-TZVPD def2/J DEFGRID3
* xyz -1 1
Ca -0.19 -0.23 -0.36
C -0.61 -4.54 -3.82
C -0.07 -3.55 -4.76
C 0.07 -2.27 -4.38
C -0.22 -1.85 -3.02
C -0.79 -2.85 -2.02
C -0.96 -4.23 -2.58
N -0.08 -0.63 -2.59
N 0.23 0.34 -3.47
C 0.18 1.60 -2.94
C 0.40 2.66 -3.86
C 0.28 3.96 -3.45
C -0.07 4.23 -2.11
C -0.24 3.16 -1.27
N -0.10 1.88 -1.64
H -0.73 -5.56 -4.17
H 0.17 -3.85 -5.77
H 0.43 -1.51 -5.06
H -0.13 -2.93 -1.15
H -1.40 -4.95 -1.90
H 0.64 2.40 -4.88
H 0.43 4.77 -4.15
H -0.19 5.24 -1.75
H -0.50 3.33 -0.23
N 4.75 -0.15 -0.27
C 5.23 1.17 -0.14
C 6.46 1.40 0.45
C 6.97 2.69 0.53
C 6.23 3.76 0.06
C 4.98 3.53 -0.50
C 4.49 2.24 -0.61
S 2.90 1.96 -1.32
N 2.50 0.40 -0.78
C 3.38 -0.38 -0.30
C 2.97 -1.78 0.04
C 3.88 -2.83 -0.03
C 3.46 -4.10 0.30
C 2.15 -4.29 0.72
C 1.31 -3.19 0.73
N 1.69 -1.96 0.36
H 5.21 -0.77 0.38
H 7.02 0.56 0.85
H 7.94 2.86 0.98
H 6.62 4.77 0.12
H 4.37 4.36 -0.86
H 4.89 -2.65 -0.36
H 4.14 -4.94 0.23
H 1.78 -5.26 1.00
H 0.28 -3.30 1.05
Cl 3.41 -0.05 2.45
N -6.90 1.50 -0.27
C -5.54 1.49 -0.14
N -4.99 2.47 0.62
N -4.87 0.57 -0.75
C -3.55 0.59 -0.63
N -2.40 0.68 -0.53
H -7.42 1.95 0.45
H -7.28 0.64 -0.62
H -5.49 3.32 0.76
H -3.98 2.55 0.57
Cl 2.59 4.23 2.37
C 1.04 3.45 2.40
C -0.06 4.09 2.94
C -1.29 3.43 2.90
C -1.36 2.19 2.30
N -0.29 1.58 1.79
C 0.90 2.19 1.85
H 0.04 5.07 3.38
H -2.17 3.89 3.33
H -2.29 1.65 2.23
H 1.77 1.64 1.49
O -2.07 -2.35 -1.51
S -2.29 -2.52 0.10
O -3.65 -2.10 0.30
O -1.30 -1.61 0.74
O -1.99 -3.90 0.41
*
```

Relative energy (zero: lowest compared OMol25 entry of this formula, charge and spin): 43.16 kcal/mol
HOMO-LUMO gap: 5.958 eV
M: 779.7 Da

These are the Mulliken partial charges, in e, on atoms 1 to 4: 2.41 -0.40 -0.51 -0.96



Number 1: total energy -5411.23309 Ha. Number 2: total energy -1323.48845 Ha. Number 3: total energy -327.95224 Ha. Number 4: total energy -5190.66546 Ha. Number 5: total energy -2231.40893 Ha. Number 6: total energy -1303.40161 Ha. Number 7: total energy -549.70827 Ha. Number 8: total energy -4456.71801 Ha.